No. 1
Formula: C49H93F5MnN3O15
Source: the OMol25 dataset
Level of theory: ωB97M-V/def2-TZVPD

Results
Electronic energy: -4865.13198 a.u.
Expectation value of S²: 12.01
F_max: 0.0802 Eh/bohr
Kohn-Sham gap (alpha / beta): 0.1553 / 0.0817 Eh
HOMO level (alpha / beta): -10.43 / -10.43 eV

```
! wB97M-V def2-TZVPD RIJCOSX def2/J DEFGRID3
* xyz 2 7
N -2.954 -4.325 -4.945
H -3.617 -7.714 -5.541
H 3.794 7.617 -0.966
H 4.286 0.548 3.897
C 0.312 8.199 1.354
C 2.189 6.291 0.030
C 3.547 6.578 -0.746
C -0.806 2.865 -6.276
F 1.294 -1.910 -0.522
C -1.864 -3.904 -4.115
C -2.997 -5.506 -5.797
H -0.521 2.835 -1.666
H 0.529 0.449 -1.225
H -1.317 -5.417 -7.307
C 2.988 -2.277 -4.182
C 0.190 -0.704 1.361
H -1.617 9.088 -0.178
C -4.023 -0.764 -0.346
O -4.843 5.377 -1.597
H -1.748 2.586 6.576
C 2.150 -5.552 4.679
H 0.796 -4.288 8.426
C 3.386 1.134 4.080
H -1.668 1.733 -1.065
H 1.292 -2.247 7.009
O -2.180 0.944 4.340
H 4.013 -5.404 7.582
H -0.489 8.948 -1.475
C 3.737 1.446 1.643
H -5.145 2.153 0.088
H -2.541 -1.923 -3.472
C 0.287 -1.961 0.356
C 2.009 -2.841 6.442
H 1.719 -7.649 4.942
H -3.430 2.306 6.285
C -3.604 -6.751 -5.030
H -5.007 1.778 1.680
H -4.615 -6.557 -4.671
H -0.647 2.464 2.855
H 1.311 0.544 -4.958
H -3.288 -0.342 -1.032
C -0.460 -4.398 -4.761
H -1.827 2.494 -6.184
H -4.996 -0.660 -0.826
C 2.273 -4.267 6.849
H 1.879 -5.559 8.723
C 3.040 1.919 2.895
H 3.831 -3.195 -1.339
H 2.423 -3.518 3.695
H -1.857 -5.672 -2.664
H 4.376 -3.987 5.002
H -1.748 -1.689 -4.943
C -4.685 5.473 -2.958
H -6.192 0.774 0.697
C -1.015 6.140 0.605
H 3.569 1.800 4.923
H 0.580 6.656 2.781
H 0.829 9.110 1.049
C 1.980 -4.506 3.573
H -1.699 3.826 3.299
H 2.699 4.201 0.693
H 1.162 -0.450 1.786
H 2.510 -4.622 2.627
C 1.555 -6.854 4.215
H -0.684 -6.670 -4.663
C -1.674 -5.960 -6.431
H -0.700 3.454 -5.364
H 2.869 -2.182 6.562
C -5.228 1.281 0.736
O -3.223 3.833 -2.161
H 4.349 6.069 -0.211
H -3.885 -6.282 -7.722
O -3.781 -0.244 1.997
H -4.197 6.434 -3.117
H -3.081 -6.899 -4.086
O -4.208 -3.821 -4.612
H -0.737 -1.977 -3.504
H 1.524 8.102 3.041
C -1.946 -4.586 -2.678
C -4.146 0.117 0.894
H -0.517 3.422 4.452
H -1.361 5.588 -0.269
C 3.757 -5.905 4.778
C 1.969 4.757 0.104
F 0.527 -3.075 1.098
C -2.058 2.160 4.605
H -0.021 -3.734 -5.506
H 2.086 -7.177 3.320
F -3.085 4.391 -4.414
C -0.508 -5.846 -5.355
H 0.979 4.404 0.394
F -0.804 -2.149 -0.262
H 2.906 6.209 2.134
O 0.728 6.359 -1.994
O -0.585 -0.868 2.515
O -0.385 0.325 0.606
O 2.820 -2.252 -2.892
O 2.221 2.757 2.891
H -4.542 3.319 -3.650
H 4.303 -5.958 3.836
C -1.657 -2.255 -4.017
O 4.283 -2.597 -4.393
H -1.058 2.924 0.035
H -4.907 -5.021 -6.959
C 4.969 -2.796 -3.137
C -3.907 4.458 -1.137
C 0.151 1.693 -6.223
C -0.195 7.371 0.088
H 0.441 -6.097 -5.828
H 5.847 -2.151 -3.116
O 0.849 1.424 -7.186
H 3.171 7.686 1.368
H 4.339 -3.699 7.325
C 2.422 6.898 1.441
H 1.135 7.018 -2.561
H 2.294 -3.892 9.053
C 4.504 -4.908 5.571
H 2.555 0.435 4.177
H 0.309 -4.369 -3.989
H 0.332 -3.896 5.733
C 1.194 7.400 2.275
H 3.354 6.147 -1.728
H 5.541 -5.233 5.648
H -0.552 8.648 1.844
H 0.958 -4.212 3.330
C 0.224 1.137 -0.436
H 1.574 -2.721 5.450
H -3.828 -1.826 -0.196
H 4.137 -1.435 -1.547
C -2.543 2.770 5.853
F 5.342 -4.074 -2.864
N 1.580 -5.272 5.984
H 0.112 1.682 -4.172
C -0.758 2.256 -0.773
C -3.888 -5.368 -7.128
H -1.909 6.488 1.123
O -3.672 4.390 0.060
H -0.518 5.426 1.262
C -3.933 4.177 -3.363
H 0.469 -6.761 4.179
C 1.847 -4.551 8.309
H -4.368 -3.234 -5.355
H 3.760 0.357 1.614
C -1.144 2.971 3.683
N 1.003 6.883 -0.732
C 3.804 -4.560 6.924
C -1.073 8.354 -0.772
H 1.985 4.463 -0.945
H -1.799 -6.994 -6.754
H 4.692 1.840 1.297
Mn -2.398 -1.077 3.616
H -1.166 -4.288 -1.977
O 2.039 -1.939 -4.895
H -1.593 7.719 -1.489
H -0.494 0.182 -4.772
H -2.674 3.836 5.666
C 0.289 0.923 -4.934
H -2.906 -4.450 -2.179
H -0.811 3.485 -7.172
O 0.243 -4.840 5.886
H -5.605 5.442 -3.541
C 3.959 -2.383 -2.055
H 3.865 -6.858 5.296
H 3.244 1.790 0.734
H 1.168 1.470 -0.003
H -3.445 -4.647 -7.815
*
```



No. 2
Formula: C49H97BN3O17PS7
Source: the OMol25 dataset
Level of theory: ωB97M-V/def2-TZVPD

Results
Electronic energy: -6521.90551 a.u.
SMILES: C=C[C@@]1([PH2]=N)NC(=O)[C@](C=C)(B(O)OC)[C@@]1(CN)CCCCCCCCCCC.O=S1(=O)CCCC1.O=S1(=O)CCCC1.O=S1(=O)CCCC1.O=S1(=O)CCCC1.O=S1(=O)CCCC1.O=S1(=O)CCCC1.O=S1(=O)CCCC1
F_max: 0.0608 Eh/bohr
Kohn-Sham gap: 0.2836 Eh
HOMO level: -7.40 eV

```
! wB97M-V def2-TZVPD RIJCOSX def2/J DEFGRID3
* xyz 0 1
N -0.951 1.206 5.338
O 6.865 -8.509 -6.730
B -2.977 1.930 -0.776
H -2.913 11.775 -2.404
C -0.226 -4.947 -0.612
O -2.238 5.557 7.315
C 2.013 -2.506 -5.064
H 8.799 -11.286 -5.926
H 5.368 -8.153 -4.751
H -2.157 9.685 -3.470
C -5.241 9.693 -1.953
C -3.144 3.482 8.695
S -4.109 -1.645 6.915
O -4.069 10.045 0.385
O -2.486 3.338 6.148
C -2.883 -3.800 7.893
H 3.235 0.854 -3.864
H -5.132 -2.465 8.876
C 1.597 -5.999 -2.115
H 4.812 0.019 -3.915
C -4.666 4.639 6.831
H -2.060 -3.993 0.978
H -2.282 4.284 -1.081
H -5.447 8.761 -1.429
H 5.497 -6.275 -2.375
H 6.919 -7.391 -4.364
C -2.778 3.898 -1.976
H 5.374 -0.866 -0.430
H -4.484 8.499 -3.610
P -1.975 0.706 4.256
C 0.522 -2.329 -4.754
H -4.866 4.438 9.587
H 10.233 -10.815 -8.145
C 7.987 -10.874 -6.525
O -4.547 -1.655 5.539
O 0.289 9.243 3.464
C -3.356 -0.140 1.596
C -4.644 3.538 9.009
N -1.331 2.503 2.489
H 9.348 -10.483 -9.628
H -2.296 4.321 -2.856
S 8.164 -9.094 -6.526
C 1.281 1.458 2.551
H -4.533 -4.549 6.711
H -2.600 -2.690 -0.082
H 5.363 2.317 -3.212
H -1.814 -1.935 7.483
C -2.852 10.876 -1.790
H -5.196 0.722 1.594
H -1.418 1.945 5.874
H 1.619 -5.363 -3.002
C 1.299 -5.035 -0.916
H -0.209 6.772 1.061
H -4.950 2.681 9.608
O -2.646 2.460 -2.030
H 1.976 1.227 1.746
H 3.087 -6.833 -4.091
C 0.113 1.653 -1.140
H 0.063 0.597 -1.364
C 0.207 0.637 2.742
O -4.991 12.066 -0.799
C -5.110 -2.802 7.840
H 0.152 -3.144 -4.131
H -2.274 -2.847 6.024
H -1.480 6.692 3.848
H -0.807 -5.598 -1.260
H 1.715 -4.073 -1.219
H 0.645 6.677 2.627
O 2.665 -2.755 -7.608
S -0.295 8.832 2.211
H 0.368 -1.399 -4.201
H -1.771 5.556 2.527
C -2.869 9.617 -2.648
S -4.355 10.775 -0.827
H -4.881 4.566 5.766
C 4.780 -0.017 -0.759
C 3.668 -7.096 -3.205
H -3.153 1.478 4.371
H -1.453 2.979 3.379
C 5.637 1.051 -1.451
H -2.266 -0.682 4.389
C -1.548 6.596 2.761
H -2.796 2.455 8.582
H 0.364 -1.366 -8.020
H 7.027 -11.146 -6.094
C -0.502 2.147 -0.083
H -2.438 9.599 1.519
C -0.219 -2.255 -6.095
C 9.080 -8.988 -8.068
C -5.390 3.591 7.671
H 3.633 -5.913 -1.401
C -0.242 7.046 2.116
H -4.525 0.630 3.086
O -3.989 -0.418 7.663
H -2.690 -3.574 8.944
H -1.249 -1.920 -5.971
H -4.874 5.648 7.187
H 0.112 -2.767 -0.659
H 2.641 -2.020 -4.324
H -6.117 -2.824 7.431
H -2.246 -4.640 7.617
C 5.974 -7.728 -3.956
H -4.507 10.231 -3.915
H 4.013 2.337 -2.075
C 9.290 -10.431 -8.541
H -2.602 8.748 -2.041
H 2.283 -3.558 -5.144
H 1.435 2.292 3.229
H 0.449 -0.257 -6.623
C 4.771 1.700 -2.538
H -0.127 -0.347 0.403
H -4.803 2.201 -1.205
C -0.714 -3.474 -0.715
O 3.073 -0.537 -6.485
H 0.805 -6.744 -2.179
H 6.508 0.582 -1.912
H -2.549 3.994 9.447
H 7.210 -11.024 -8.533
O 2.267 -0.195 -1.550
H -3.562 7.442 2.768
H -0.239 -3.243 -6.562
O 0.150 9.386 0.951
H 0.715 2.278 -1.786
H -1.469 -2.027 2.342
H 4.225 0.396 0.082
H 5.150 -5.717 -4.024
C 8.128 -11.268 -7.992
H 10.023 -8.477 -7.886
C -1.083 -2.032 1.322
H -3.841 4.158 -1.990
H -2.829 7.303 1.175
H 2.851 -7.507 -1.237
O 9.016 -8.704 -5.432
H -1.170 -3.321 -1.698
C 5.125 -6.579 -3.355
C -2.574 -2.568 7.033
S 3.591 -0.572 -1.984
H 6.098 -8.466 -3.161
O -4.302 1.642 -0.592
H -1.628 -0.817 -0.372
C -1.150 -0.656 0.599
H 3.730 -8.187 -3.165
S 2.289 -1.738 -6.659
C -2.625 7.543 2.222
H 8.310 -12.336 -8.103
O -2.979 3.720 1.419
H -3.312 -0.952 2.322
C -1.241 1.030 2.553
C -2.198 2.827 1.452
H -0.025 -2.300 1.397
S -2.933 4.312 7.119
C -1.728 -3.114 0.426
C 2.980 -6.639 -1.886
C 0.583 -1.286 -6.957
H 8.479 -8.417 -8.774
C -4.311 9.473 -3.153
H -3.730 -0.592 0.675
H 1.833 -5.362 -0.023
O 3.903 -1.924 -2.379
H 6.002 1.785 -0.733
H -5.335 2.616 7.180
H -2.318 9.423 3.287
C 4.101 0.548 -3.281
H -6.441 3.844 7.802
C -1.980 0.450 1.296
N -4.336 0.846 2.115
C -2.078 8.970 2.326
C -4.370 -4.130 7.706
H -4.719 -4.856 8.439
H -1.992 10.935 -1.124
H -0.384 -5.253 0.424
C -1.899 1.713 0.381
H 0.388 -0.389 3.083
H 0.005 2.935 0.465
H -6.175 10.169 -2.241
*
```



No. 3
Formula: C4Ag10O12
Source: the OMol25 dataset
Level of theory: ωB97M-V/def2-TZVPD

Results
Electronic energy: -2523.81688 a.u.
Energy above the lowest of the compared OMol25 structures with the same formula, charge and spin: 562.8 kJ/mol
F_max: 0.3183 Eh/bohr
Kohn-Sham gap: 0.0762 Eh
HOMO level: -12.83 eV

```
! wB97M-V def2-TZVPD RIJCOSX def2/J DEFGRID3
* xyz 2 1
Ag -2.406 -0.649 -1.776
O -4.605 0.448 1.283
O 1.333 2.982 -4.711
C 0.005 -0.978 -0.201
C 2.642 -0.621 3.802
C 1.190 2.695 -3.558
Ag 0.217 -3.252 1.498
Ag 3.613 -1.667 1.434
Ag 1.628 -3.513 -1.507
Ag -3.067 -1.769 1.616
Ag -0.946 2.059 -1.206
Ag 0.433 -0.848 -3.912
O 3.524 -1.259 4.323
C -4.239 0.780 0.117
O -1.070 -1.142 0.500
O 1.062 -1.364 0.428
O 0.802 1.655 -3.291
O 2.641 0.663 4.056
Ag 1.405 0.967 2.223
O 1.714 -1.050 3.252
Ag 2.292 0.343 -1.544
Ag -1.891 0.902 2.172
O 1.778 3.215 -2.652
O 0.097 -0.596 -1.439
O -5.101 1.162 -0.680
O -3.052 0.837 -0.226
*
```



No. 4
Formula: C4BInO8
Source: the OMol25 dataset
Level of theory: ωB97M-V/def2-TZVPD

Results
Electronic energy: -968.66271 a.u.
Energy above the lowest of the compared OMol25 structures with the same formula, charge and spin: 0.0 kJ/mol
F_max: 0.1090 Eh/bohr
Kohn-Sham gap: 0.1121 Eh
HOMO level: -17.54 eV

```
! wB97M-V def2-TZVPD RIJCOSX def2/J DEFGRID3
* xyz 2 1
C 2.610 -0.398 -0.479
B 0.400 0.146 -0.054
C -1.799 -0.406 0.260
C -1.656 0.680 -0.899
O 3.395 1.385 1.159
O 3.622 -0.754 -0.878
C 2.464 0.896 0.693
O -2.515 1.113 -1.546
In -5.317 -2.440 1.195
O 1.202 1.009 0.885
O 1.396 -0.739 -0.720
O -0.360 0.971 -0.965
O -2.847 -0.812 0.641
O -0.594 -0.650 0.709
*
```



No. 5
Formula: C4Br2Cl3NO2
Source: the OMol25 dataset
Level of theory: ωB97M-V/def2-TZVPD

Results
Electronic energy: -6885.95557 a.u.
F_max: 0.0477 Eh/bohr
Kohn-Sham gap: 0.2867 Eh
HOMO level: -9.68 eV

```
! wB97M-V def2-TZVPD RIJCOSX def2/J DEFGRID3
* xyz 0 1
Cl 2.979 -1.951 -0.138
O 3.205 0.651 0.942
C 1.531 -1.101 -0.483
O 1.879 2.272 0.446
C 1.351 0.200 -0.240
C -2.396 0.969 -0.372
C -3.073 -0.006 0.173
Cl 0.303 -2.031 -1.208
Br -4.958 0.269 0.169
Cl -2.542 -1.492 0.892
N 2.212 1.114 0.432
Br -0.492 1.106 -0.611
*
```



No. 6
Formula: C4Cu3F6NO10S2
Source: the OMol25 dataset
Level of theory: ωB97M-V/def2-TZVPD

Results
Electronic energy: -7275.88396 a.u.
Expectation value of S²: 3.78
F_max: 0.2246 Eh/bohr
Kohn-Sham gap (alpha / beta): 0.3011 / 0.1896 Eh
HOMO level (alpha / beta): -13.99 / -13.67 eV

```
! wB97M-V def2-TZVPD RIJCOSX def2/J DEFGRID3
* xyz 1 4
F -16.098 14.824 -6.703
F -14.534 11.480 -9.249
O -11.432 12.999 -7.578
O -13.717 15.645 -12.367
O -11.548 13.863 -10.957
O -12.945 15.433 -6.079
Cu -11.882 16.376 -13.432
F -13.627 10.409 -7.568
C -10.844 14.896 -11.006
O -14.308 16.773 -10.763
F -12.426 10.854 -9.304
C -13.428 11.252 -8.532
S -12.887 12.937 -7.574
N -13.511 14.059 -8.453
C -14.169 16.733 -12.039
O -10.406 14.863 -12.130
C -15.545 15.887 -7.175
Cu -13.588 14.444 -10.501
O -13.142 16.671 -8.146
Cu -12.452 17.769 -10.057
F -15.702 16.870 -6.289
O -11.435 15.829 -10.621
F -16.140 16.202 -8.347
O -13.326 17.531 -12.300
O -13.494 12.775 -6.254
S -13.620 15.473 -7.384
*
```



No. 7
Formula: C4F24HfO16P2S5
Source: the OMol25 dataset
Level of theory: ωB97M-V/def2-TZVPD

Results
Electronic energy: -6475.27557 a.u.
Energy above the lowest of the compared OMol25 structures with the same formula, charge and spin: 370.5 kJ/mol
F_max: 0.1505 Eh/bohr
Kohn-Sham gap: 0.2487 Eh
HOMO level: 1.38 eV

```
! wB97M-V def2-TZVPD RIJCOSX def2/J DEFGRID3
* xyz -4 1
F -10.292 -7.601 3.203
F -4.934 -9.989 7.082
F -9.493 -4.799 8.425
F -5.404 -8.014 12.212
F -6.962 -11.429 7.008
O -6.413 -6.469 10.046
F -7.779 -3.682 9.350
P -6.229 -10.282 6.139
O -5.167 -11.296 10.372
F -7.447 -10.287 5.035
O -8.953 -14.243 8.616
F -7.062 -9.190 7.044
P -10.542 -9.101 11.317
O -6.819 -6.279 7.650
O -6.779 -13.548 8.882
C -8.561 -4.815 9.347
S -5.510 -9.847 10.310
F -8.313 -7.849 4.081
O -11.749 -7.652 5.900
F -7.082 -13.089 11.783
F -4.758 -10.142 12.755
O -11.375 -12.597 7.273
F -10.297 -9.599 12.875
O -4.407 -9.073 9.770
F -9.628 -7.759 11.480
S -7.421 -6.384 8.980
F -10.631 -8.516 9.792
C -5.648 -9.355 12.116
F -5.557 -9.147 5.191
F -11.846 -8.099 11.569
Hf -8.727 -9.812 8.456
F -6.848 -9.654 12.551
O -10.835 -10.453 8.293
F -9.252 -9.932 10.769
O -11.774 -10.630 6.115
F -11.491 -10.430 10.948
F -7.694 -15.165 11.367
C -9.616 -8.135 4.136
S -10.926 -11.259 7.089
S -8.115 -13.333 9.383
F -5.480 -11.430 5.297
F -9.195 -13.520 11.927
S -10.305 -7.553 5.878
O -9.510 -11.119 6.896
O -6.783 -9.573 9.597
F -9.100 -4.978 10.587
O -9.816 -6.148 6.064
C -8.061 -13.868 11.288
F -9.766 -9.407 4.039
O -8.347 -7.548 9.010
O -8.500 -11.896 9.370
O -9.599 -8.478 6.827
*
```



No. 8
Formula: C4F6MoN2S3Sb
Source: the OMol25 dataset
Level of theory: ωB97M-V/def2-TZVPD

Results
Electronic energy: -2363.41646 a.u.
Energy above the lowest of the compared OMol25 structures with the same formula, charge and spin: 31.7 kJ/mol
Expectation value of S²: 0.78
F_max: 0.0238 Eh/bohr
Kohn-Sham gap (alpha / beta): 0.2311 / 0.2291 Eh
HOMO level (alpha / beta): -18.10 / -18.62 eV

```
! wB97M-V def2-TZVPD RIJCOSX def2/J DEFGRID3
* xyz 2 2
Sb 1.815 -3.356 -0.888
F 2.557 -0.431 -0.445
F 1.869 -2.355 -2.432
S -1.293 -0.025 0.532
N -4.403 1.716 1.214
N -1.339 4.991 1.434
F 0.823 -4.736 -1.510
F 1.672 -3.623 0.912
C -0.937 1.580 0.829
S 0.382 0.746 -2.350
C -3.307 2.088 1.177
C -1.976 2.533 1.101
Mo 0.873 0.240 -0.436
S 0.737 2.138 0.830
C -1.650 3.883 1.299
F 3.621 -3.575 -0.883
F 0.557 -1.814 -0.385
*
```